This record from the Open Molecules 2025 dataset describes C6H6FN in the gas phase. The level of theory is wB97M-V/def2-TZVPD.

Positions of all 14 atoms, in Å:
C  1.75  -0.87  -0.02
C  0.42  -0.30  -0.06
C  0.42  1.16  -0.11
C  -0.85  1.74  0.00
N  -1.95  1.02  -0.06
C  -1.93  -0.32  0.07
F  -3.04  -0.97  -0.09
C  -0.71  -1.09  0.02
H  2.60  -0.57  -0.85
H  2.02  -0.36  0.92
H  1.84  -1.96  -0.15
H  1.24  1.78  0.14
H  -1.12  2.80  0.05
H  -0.70  -2.08  0.14

As for the structure (SMILES): Cc1ccnc(F)c1. The value obtained for the strongest force on any atom is 0.1238 Eh/bohr. For the orbital gap, the calculation gives 0.37471 hartree. As for the energy relative to the best compared isomer or geometry (same formula, charge and spin): 1.509 eV. Its LUMO energy is 0.03136 Ha.

Atom charges from the Mulliken analysis, given in e for atoms 1 to 2: number 1, C, carries -1.2499; number 2, C, carries 1.0055

This record from the Open Molecules 2025 dataset describes C9H10AuN3O3S as an isolated structure. The level of theory is wB97M-V/def2-TZVPD.

Positions of all 27 atoms, in Å:
Au  0.11  0.32  0.24
N  -1.84  0.84  -1.36
C  -2.16  2.17  -0.82
C  -0.90  3.01  -0.67
O  -0.85  4.15  -1.09
N  0.16  2.37  -0.03
C  1.38  2.96  -0.10
C  2.39  2.05  -1.53
O  3.14  2.87  -1.95
O  2.01  0.90  -1.60
H  -2.65  0.24  -1.36
H  -1.50  0.90  -2.31
H  -2.86  2.74  -1.43
H  -2.58  2.03  0.18
H  1.41  4.00  -0.42
H  2.08  2.67  0.67
S  0.23  -0.32  2.71
C  0.23  -1.86  1.92
C  0.28  -3.13  2.51
C  0.28  -4.24  1.69
C  0.23  -4.09  0.30
C  0.18  -2.82  -0.22
N  0.18  -1.75  0.58
H  0.32  -3.22  3.58
H  0.32  -5.23  2.13
H  0.23  -4.95  -0.36
H  0.16  -2.63  -1.28

The spin multiplicity is 3. As for the expectation value of S²: 2.013. The value obtained for the strongest force on any atom is 0.0147 Eh/bohr. For the orbital gap (spin up / spin down), the calculation gives 0.29164 / 0.25521 hartree. Its LUMO energy (spin up / spin down) is 0.00332 / -0.05740 Ha.

Atom charges from the Mulliken analysis, given in e for atoms 1 to 2: number 1, Au, carries 0.4602; number 2, N, carries -0.5021

This record from the Open Molecules 2025 dataset describes C15H25BILuO4P2 as an isolated structure. The level of theory is wB97M-V/def2-TZVPD.

Positions of all 49 atoms, in Å:
C  1.36  -0.41  -2.88
C  0.19  -1.34  -2.62
H  2.19  -0.98  -3.39
H  1.81  -0.03  -1.90
H  1.05  0.44  -3.54
O  0.53  -2.41  -2.06
I  -1.94  1.08  -0.84
Lu  1.06  1.96  -0.58
P  -1.67  -1.20  -3.03
C  -2.28  -2.20  -1.61
C  -3.06  -0.04  -3.40
H  -3.76  -0.55  -4.07
H  -2.62  -2.25  -5.03
H  -2.73  0.88  -3.89
H  -1.15  -1.29  -5.32
H  -2.18  -1.62  -0.68
H  -3.67  0.26  -2.53
C  -1.61  -2.02  -4.64
H  -3.30  -2.58  -1.69
H  -0.98  -2.92  -4.56
H  -1.57  -3.03  -1.51
P  3.12  0.75  0.50
C  3.53  -0.19  2.05
C  4.71  1.14  -0.35
H  2.22  3.37  0.21
H  3.39  2.88  1.33
H  1.57  2.45  1.71
C  2.43  2.51  1.00
H  4.54  1.82  -1.20
H  5.42  1.63  0.35
H  4.44  0.21  2.53
H  3.70  -1.26  1.82
H  5.17  0.21  -0.72
H  2.68  -0.11  2.76
C  1.09  -0.40  0.40
O  1.31  -1.59  0.40
O  0.01  1.18  2.24
B  -0.22  0.19  1.14
O  -1.29  -0.71  1.56
C  -1.75  -0.21  2.75
C  -2.92  -0.50  3.43
C  -3.26  0.27  4.56
C  -2.38  1.23  5.06
C  -1.21  1.57  4.35
C  -0.93  0.85  3.18
H  -3.57  -1.29  3.06
H  -4.22  0.11  5.04
H  -2.64  1.75  5.97
H  -0.58  2.39  4.66

The value obtained for the strongest force on any atom is 0.0916 Eh/bohr. As for the total charge: +2. For the orbital gap (spin up / spin down), the calculation gives 0.21658 / 0.20036 hartree. As for the energy relative to the best compared isomer or geometry (same formula, charge and spin): 0.809 eV. Its LUMO energy (spin up / spin down) is -0.27157 / -0.27031 Ha.

Atom charges from the Mulliken analysis, given in e for atoms 1 to 2: number 1, C, carries -0.4693; number 2, C, carries 0.4748

This record from the Open Molecules 2025 dataset describes C30H50IrP4S as an isolated structure. The level of theory is wB97M-V/def2-TZVPD.

Positions of all 86 atoms, in Å:
Ir  0.58  0.33  -0.48
P  -0.34  2.69  0.51
P  -1.84  -0.09  -0.56
P  2.77  1.49  0.11
H  0.78  1.55  -2.58
C  1.53  0.95  -2.09
C  1.56  -0.50  -2.23
H  1.35  -0.58  -3.33
C  -0.72  3.89  -0.83
C  -1.90  2.74  1.51
C  0.64  3.75  1.67
C  -2.31  -1.75  -1.18
C  -2.70  -0.18  1.04
C  -2.86  1.14  -1.46
C  4.27  0.57  -0.45
C  3.29  2.02  1.79
C  2.86  3.07  -0.83
H  2.58  1.25  -2.19
H  2.48  -1.08  -2.03
H  -1.23  4.75  -0.39
H  -1.37  3.43  -1.58
H  0.21  4.23  -1.31
H  -1.98  3.74  1.97
H  -1.86  1.99  2.31
H  -2.78  2.57  0.86
H  -0.01  4.56  2.02
H  1.52  4.19  1.17
H  0.96  3.15  2.53
H  -2.95  -1.64  -2.06
H  -2.87  -2.30  -0.41
H  -1.42  -2.33  -1.43
H  -3.43  0.63  1.16
H  -2.00  -0.18  1.88
H  -3.25  -1.12  1.08
H  -3.66  0.59  -1.97
H  -2.29  1.64  -2.24
H  -3.34  1.89  -0.83
H  4.80  1.15  -1.23
H  4.01  -0.42  -0.85
H  4.97  0.46  0.40
H  3.29  3.12  1.84
H  4.31  1.68  2.00
H  2.62  1.63  2.56
H  3.85  3.11  -1.28
H  2.74  3.95  -0.18
H  2.13  3.14  -1.64
C  -1.16  -2.06  -4.34
C  -0.94  -0.85  -3.67
C  -1.28  0.38  -4.21
C  -1.96  0.42  -5.44
C  -2.23  -0.79  -6.10
C  -1.80  -2.01  -5.59
S  -0.39  -3.51  -3.75
H  -1.42  -4.19  -3.30
H  -0.44  -0.91  -2.68
H  -0.99  1.32  -3.71
H  -2.24  1.38  -5.87
H  -2.80  -0.81  -7.04
H  -1.91  -2.96  -6.13
C  2.48  -1.81  1.19
P  0.85  -1.02  1.27
C  -0.25  -2.49  1.27
C  -1.24  -2.67  2.25
C  -2.04  -3.81  2.23
C  -1.80  -4.82  1.29
C  -0.79  -4.66  0.34
C  -0.01  -3.50  0.31
C  0.76  -0.56  3.02
C  0.30  0.67  3.50
C  0.23  0.89  4.89
C  0.66  -0.09  5.79
C  1.12  -1.32  5.30
C  1.13  -1.57  3.93
H  2.75  -2.01  0.15
H  2.38  -2.75  1.74
H  3.21  -1.15  1.67
H  -1.37  -1.92  3.03
H  -2.83  -3.90  2.97
H  -2.42  -5.72  1.30
H  -0.60  -5.45  -0.40
H  0.77  -3.39  -0.46
H  -0.03  1.45  2.80
H  -0.17  1.86  5.24
H  0.64  0.10  6.87
H  1.45  -2.10  5.98
H  1.41  -2.56  3.59

The spin multiplicity is 6. As for the expectation value of S²: 8.801. The value obtained for the strongest force on any atom is 0.0817 Eh/bohr. As for the total charge: +4. For the orbital gap (spin up / spin down), the calculation gives 0.19747 / 0.14748 hartree. As for the energy relative to the best compared isomer or geometry (same formula, charge and spin): 2.738 eV. Its LUMO energy (spin up / spin down) is -0.41243 / -0.56565 Ha.

Atom charges from the Mulliken analysis, given in e for atoms 1 to 2: number 1, Ir, carries 1.5562; number 2, P, carries 0.9149